Record 1
{
  "formula": "AgH10O5",
  "method": "ωB97M-V/def2-TZVPD",
  "e_above_lowest_kj_mol": 0.0,
  "e_lumo_ha": -0.1228,
  "mol_weight_g_mol": 197.94,
  "charge": 1,
  "homo_lumo_gap_ev": 10.2,
  "e_homo_ev": -13.50,
  "multiplicity": 1,
  "elements": ["Ag", "O", "H", "H", "O", "H", "H", "O", "H", "H", "O", "H", "H", "O", "H", "H"],
  "positions_angstrom": [[-0.18923, 0.33429, -0.27281], [-1.90136, 1.20590, 0.98358], [-2.64512, 0.80019, 1.44852], [-2.02476, 2.10378, 1.10275], [1.92936, -0.56595, -1.08736], [2.80059, -0.20122, -1.15617], [2.00178, -1.53729, -1.08224], [-0.98655, -1.90515, -0.86827], [-1.04368, -2.51456, -1.59689], [-1.29841, -2.51511, -0.21222], [0.53027, 2.25093, -1.53933], [-0.03327, 2.97667, -1.24762], [1.46929, 2.46064, -1.46955], [0.42095, -0.72046, 1.99306], [1.19159, -1.18309, 2.31003], [-0.22147, -0.98956, 2.69452]],
  "forces_ev_per_a": [[0.32, -0.22, -0.14], [-0.26, -2.63, 0.07], [0.16, -0.14, -0.19], [-0.28, 2.99, 0.34], [-0.84, -0.83, 0.10], [0.82, 0.11, -0.07], [0.12, 0.63, -0.04], [0.03, -0.18, -0.06], [0.20, 0.14, -1.33], [-0.26, -0.06, 1.35], [-0.30, -0.54, -0.02], [0.61, 0.28, -0.13], [-0.34, 0.46, 0.10], [-1.23, -0.46, 1.10], [0.85, -0.14, -0.17], [0.39, 0.59, -0.91]],
  "mulliken_charge": [0.443, -0.408, 0.278, 0.259, -0.470, 0.277, 0.296, -0.426, 0.261, 0.289, -0.579, 0.341, 0.329, -0.461, 0.277, 0.293]
}

***

Record 2
{
  "formula": "AlBH26O11",
  "method": "ωB97M-V/def2-TZVPD",
  "e_lumo_ha": [-0.1418, -0.3578],
  "mol_weight_g_mol": 239.99,
  "charge": 1,
  "homo_lumo_gap_ev": [9.7, 3.8],
  "e_homo_ev": [-13.56, -13.51],
  "multiplicity": 2,
  "elements": ["Al", "B", "H", "H", "H", "H", "O", "H", "H", "O", "H", "H", "O", "H", "H", "O", "H", "H", "O", "H", "H", "O", "H", "H", "O", "H", "H", "O", "H", "H", "O", "H", "H", "O", "H", "H", "O", "H", "H"],
  "positions_angstrom": [[2.61437, -1.42529, 1.09546], [-0.05241, 0.03202, 0.06277], [-0.32993, -0.65489, 0.84722], [0.42463, -0.50820, -0.74024], [-0.85355, 0.62061, -0.35674], [0.66515, 0.74806, 0.43242], [3.18330, 0.79367, -0.91617], [2.86298, 1.69522, -0.88713], [3.17228, 0.56489, -1.84556], [-1.96152, 2.75300, -0.49215], [-1.98532, 1.83362, -0.22682], [-1.08361, 2.87591, -0.85327], [0.43231, -1.01363, 3.13348], [0.19403, -1.49774, 3.92410], [-0.40470, -0.80308, 2.71959], [-2.25170, -2.09423, -0.46187], [-2.28431, -2.17429, -1.41515], [-1.52904, -1.48872, -0.29647], [2.61424, 1.50537, 1.96555], [2.38725, 1.98692, 2.76105], [2.52138, 2.14736, 1.26167], [-0.15053, 3.04882, -2.58195], [-0.23922, 2.10698, -2.43597], [-0.80732, 3.25131, -3.24818], [0.17585, -3.35210, 1.05768], [-0.71039, -3.18520, 0.73681], [0.12331, -4.21420, 1.47030], [-0.22087, 0.32396, -2.86820], [-0.29045, 0.39014, -1.91583], [0.23868, -0.50216, -3.01843], [-0.83174, 1.73836, 2.56667], [-1.61474, 1.19392, 2.64867], [-0.36605, 1.37697, 1.81251], [2.10704, -2.39425, -1.77861], [2.40699, -1.97331, -2.58426], [2.18329, -3.33196, -1.95504], [-3.71609, 0.13965, 0.69376], [-3.11903, 0.16649, 1.44144], [-3.50447, -0.67999, 0.24695]],
  "forces_ev_per_a": [[-1.04, 0.69, -0.20], [1.37, -2.53, 1.64], [-0.60, -2.38, 2.67], [0.72, -2.71, -3.34], [-2.84, 3.39, -2.33], [1.91, 3.84, 2.10], [-0.09, -0.57, 0.45], [-0.04, 0.37, -0.12], [0.07, 0.02, -0.34], [-0.17, -0.18, 0.32], [-0.76, -0.25, 0.30], [0.35, 0.69, -0.49], [0.59, -0.07, -0.14], [0.08, -0.20, 0.34], [-0.08, 0.11, -0.06], [-0.16, -0.30, 0.36], [-0.14, -0.13, -0.40], [0.31, 0.22, -0.03], [0.03, -0.62, -0.29], [-0.16, 0.07, 0.44], [0.08, 0.25, -0.10], [0.52, 0.43, 0.51], [0.13, -0.09, -0.74], [-0.24, 0.12, -0.16], [0.62, 0.19, 0.02], [-0.49, 0.10, -0.33], [0.06, -0.29, 0.16], [-0.18, 0.11, -0.57], [-0.01, -0.41, -0.06], [0.05, -0.25, -0.11], [0.06, 0.08, 0.25], [-0.33, 0.16, 0.18], [0.17, 0.10, -0.08], [-0.09, 0.37, 0.48], [0.22, 0.10, -0.28], [-0.04, -0.42, -0.01], [0.19, 0.64, -0.08], [-0.09, -0.03, 0.33], [0.01, -0.62, -0.27]],
  "lowdin_spin": [0.156, 0.322, 0.018, 0.062, 0.145, 0.090, 0.014, 0.000, 0.000, 0.073, 0.001, 0.001, 0.011, 0.000, 0.000, 0.006, 0.000, 0.003, 0.016, 0.000, 0.000, 0.001, 0.000, 0.000, 0.005, 0.000, 0.000, 0.017, 0.000, 0.001, 0.000, 0.000, 0.000, 0.009, 0.000, 0.000, 0.054, -0.001, 0.000]
}

***

Record 3
{
  "formula": "AlBH6O",
  "method": "ωB97M-V/def2-TZVPD",
  "e_above_lowest_kj_mol": 219.3,
  "e_lumo_ha": -0.5758,
  "mol_weight_g_mol": 59.84,
  "charge": 2,
  "homo_lumo_gap_ev": 5.8,
  "e_homo_ev": -21.52,
  "multiplicity": 1,
  "elements": ["Al", "B", "H", "H", "H", "H", "O", "H", "H"],
  "positions_angstrom": [[1.04377, 0.28872, 1.24546], [-0.91733, -0.14068, 0.41756], [-0.77577, 0.28572, 1.39857], [-0.19527, 0.27806, -0.26620], [-0.86446, -1.21002, 0.55159], [-1.92073, 0.16186, 0.16083], [1.13487, 0.10972, -0.78596], [1.48399, -0.60452, -1.31907], [1.01090, 0.83112, -1.40276]],
  "forces_ev_per_a": [[-2.57, -0.61, -2.06], [2.04, -1.72, 1.38], [-0.98, 2.33, 5.90], [-1.09, 1.78, -2.95], [0.87, -3.94, 0.24], [-3.84, 2.36, -0.70], [4.52, -0.34, -0.15], [0.87, -1.26, -0.83], [0.18, 1.41, -0.83]],
  "mulliken_charge": [1.071, 0.156, 0.137, -0.053, 0.033, 0.241, -0.417, 0.407, 0.425]
}

***

Record 4
{
  "formula": "AlCl2O8",
  "method": "ωB97M-V/def2-TZVPD",
  "e_lumo_ha": -0.2466,
  "mol_weight_g_mol": 225.88,
  "charge": 1,
  "homo_lumo_gap_ev": 10.7,
  "e_homo_ev": -17.44,
  "multiplicity": 1,
  "elements": ["Al", "O", "Cl", "O", "O", "O", "O", "Cl", "O", "O", "O"],
  "positions_angstrom": [[-0.01998, 0.04849, 0.19705], [-3.41635, -0.02814, -0.65574], [-2.05633, -0.03659, -1.18276], [-2.05375, 0.02613, -2.61931], [-1.16225, -1.14933, -0.54193], [-1.18037, 1.13321, -0.61421], [2.86521, -1.06409, 1.46593], [2.07939, 0.00266, 1.08259], [2.78118, 1.07991, 1.56345], [0.51735, -0.06888, 1.78755], [1.64590, 0.05665, -0.48262]],
  "forces_ev_per_a": [[-3.00, -0.10, -2.79], [3.75, -0.20, -0.48], [-3.83, 0.79, -1.73], [0.87, -0.60, 2.70], [-0.74, 0.13, -0.62], [-0.65, 0.03, -0.11], [-1.11, -3.45, -1.10], [2.10, -0.51, 1.92], [-1.01, 3.88, -0.64], [3.33, 0.10, -0.51], [0.28, -0.06, 3.35]],
  "mulliken_charge": [0.206, -0.417, 1.590, -0.413, -0.220, -0.212, -0.403, 1.630, -0.398, -0.153, -0.210]
}

***

Record 5
{
  "formula": "AlH12O6",
  "method": "ωB97M-V/def2-TZVPD",
  "e_above_lowest_kj_mol": 5.4,
  "e_lumo_ha": -0.4317,
  "mol_weight_g_mol": 135.07,
  "charge": 3,
  "homo_lumo_gap_ev": 14.5,
  "e_homo_ev": -26.23,
  "multiplicity": 1,
  "elements": ["Al", "O", "H", "H", "O", "H", "H", "O", "H", "H", "O", "H", "H", "O", "H", "H", "O", "H", "H"],
  "positions_angstrom": [[0.01684, 0.02395, 0.02211], [0.56484, -1.24305, 1.21611], [0.33484, -2.11805, 1.54811], [1.01984, -0.82205, 2.00811], [-1.22316, -1.20605, -0.62589], [-1.92216, -0.95105, -1.32789], [-1.65316, -1.88505, -0.05989], [1.20484, 1.36995, 0.59711], [1.02484, 2.22195, 0.99811], [2.18184, 1.38595, 0.59111], [1.41684, -0.70305, -1.21589], [1.86584, -0.48105, -2.03089], [1.58584, -1.64605, -1.08089], [-1.24016, 0.67395, 1.22711], [-1.16616, 0.62895, 2.20611], [-2.18016, 0.77695, 1.03211], [-0.53916, 1.14195, -1.36289], [-0.91216, 2.00695, -1.42589], [-0.38016, 0.82495, -2.31589]],
  "forces_ev_per_a": [[0.50, 0.31, -1.39], [1.46, 0.81, 2.37], [-0.26, -0.75, -0.17], [-0.17, -0.74, -0.91], [-2.27, -0.30, -1.20], [1.34, -0.74, 1.23], [0.12, 0.12, -0.47], [1.19, -0.27, 0.40], [-0.77, 0.76, 0.35], [0.10, -0.49, -0.35], [-0.79, -0.18, 1.08], [0.42, 0.50, -0.68], [0.24, -0.28, -0.07], [-0.23, 0.32, 1.06], [-0.12, 0.22, -0.36], [-0.45, 0.21, -0.02], [0.60, -1.85, -2.40], [-0.57, 1.56, 0.01], [-0.34, 0.81, 1.53]],
  "mulliken_charge": [0.970, -0.435, 0.400, 0.402, -0.496, 0.423, 0.410, -0.397, 0.371, 0.393, -0.467, 0.358, 0.372, -0.394, 0.381, 0.395, -0.454, 0.375, 0.395]
}

***

Record 6
{
  "formula": "ArH14O7Xe",
  "method": "ωB97M-V/def2-TZVPD",
  "e_above_lowest_kj_mol": 0.0,
  "e_lumo_ha": -0.0030,
  "mol_weight_g_mol": 297.34,
  "charge": 0,
  "homo_lumo_gap_ev": 10.6,
  "e_homo_ev": -10.67,
  "multiplicity": 1,
  "elements": ["Ar", "Xe", "O", "H", "H", "O", "H", "H", "O", "H", "H", "O", "H", "H", "O", "H", "H", "O", "H", "H", "O", "H", "H"],
  "positions_angstrom": [[-4.40797, 5.57372, 17.44471], [-1.76445, 5.48098, 14.72162], [-2.14704, 5.04557, 20.96669], [-1.88451, 4.12533, 20.94529], [-3.03688, 5.04954, 20.61398], [-6.25310, 7.79317, 18.87265], [-7.08362, 7.44313, 19.19505], [-6.41144, 7.97126, 17.94559], [-5.77437, 8.90772, 16.01096], [-5.60834, 8.59164, 15.12284], [-5.18973, 9.65892, 16.11157], [-2.10217, 8.96969, 17.66371], [-2.37248, 8.63111, 18.51725], [-2.44028, 9.86493, 17.64262], [-6.76536, 3.59015, 19.17749], [-6.23304, 2.80285, 19.29166], [-6.85556, 3.68341, 18.22912], [-6.47475, 5.82485, 14.68476], [-6.82847, 5.31722, 15.41512], [-6.01412, 5.18146, 14.14614], [-5.05853, 5.43123, 20.34398], [-5.62232, 4.78672, 19.91622], [-5.12500, 6.21131, 19.79326]],
  "forces_ev_per_a": [[0.13, -0.05, -0.35], [0.02, 0.01, -0.02], [0.51, 0.07, 0.07], [0.13, -0.16, 0.03], [-0.78, 0.15, -0.06], [0.14, -0.13, 0.32], [-0.24, -0.04, 0.24], [0.19, 0.24, -0.62], [-0.22, -0.01, 0.25], [-0.04, -0.32, -0.22], [0.15, 0.17, 0.12], [0.09, -0.07, -0.28], [-0.07, -0.18, 0.26], [-0.03, 0.23, 0.02], [-0.20, 0.01, 0.08], [0.13, -0.35, 0.09], [-0.05, 0.06, -0.27], [-0.04, 0.26, -0.07], [-0.09, -0.04, 0.19], [0.16, -0.14, -0.19], [0.65, 0.09, 0.70], [-0.41, -0.27, -0.17], [-0.13, 0.49, -0.12]],
  "mulliken_charge": [0.011, -0.015, -0.625, 0.300, 0.368, -0.623, 0.323, 0.304, -0.592, 0.297, 0.288, -0.621, 0.322, 0.298, -0.686, 0.337, 0.312, -0.586, 0.283, 0.308, -0.648, 0.399, 0.247]
}